No. 1
5
Properties=species:S:1:pos:R:3:forces:R:3:mulliken_charge:R:1 method="wB97M-V/def2-TZVPD" de_lowest_kcal_mol=55.0 orbital_gap_ev=9.00 e_tot_ha=-3532.9776
C -0.018 0.004 0.110 2.12 0.33 -3.70 -0.10
Cl -0.887 1.484 -0.184 -0.15 0.01 0.25 -0.07
Cl 0.913 0.029 1.550 0.13 -0.06 0.10 -0.06
Br -1.102 -1.544 -0.103 0.04 -0.01 0.09 -0.01
H 1.093 0.027 -1.373 -2.14 -0.26 3.26 0.24

No. 2
6
Properties=species:S:1:pos:R:3:forces:R:3:mulliken_charge:R:1 method="wB97M-V/def2-TZVPD" de_lowest_kcal_mol=0.0 smiles="S=C(Cl)Br.Cl" orbital_gap_ev=8.58 e_tot_ha=-3931.2640
C 3.141 0.628 -0.188 0.25 -0.06 -0.92 0.20
S 3.350 1.318 -1.622 -0.09 -0.23 0.59 -0.14
Cl -0.172 -0.344 -1.074 -0.09 0.03 0.16 -0.24
Cl 2.695 1.465 1.232 -0.08 0.03 0.24 -0.07
Br 3.374 -1.242 0.098 -0.04 0.26 0.09 0.00
H -0.618 -0.204 0.122 0.05 -0.02 -0.16 0.24

No. 3
6
Properties=species:S:1:pos:R:3:forces:R:3:mulliken_charge:R:1 method="wB97M-V/def2-TZVPD" de_lowest_kcal_mol=75.3 smiles="O=N[C@@H](Cl)Br" orbital_gap_ev=8.14 e_tot_ha=-3202.7758
C -0.311 0.529 -0.464 -2.39 -2.06 3.23 -0.01
N -0.276 0.024 -1.800 0.95 -0.81 -1.44 0.00
O 0.348 -1.008 -1.915 -0.56 1.00 0.47 -0.24
Cl -0.446 2.212 -0.279 0.50 -0.17 -0.19 -0.03
Br -2.491 -0.255 -0.198 1.92 0.60 -0.16 -0.14
H 0.138 -0.107 0.412 -0.42 1.44 -1.91 0.42

No. 4
7
Properties=species:S:1:pos:R:3:forces:R:3:mulliken_charge:R:1 method="wB97M-V/def2-TZVPD" de_lowest_kcal_mol=99.5 orbital_gap_ev="9.28 / 9.28" e_tot_ha=-3285.7157
C 0.521 0.407 0.457 2.38 -1.78 -2.81 0.20
O -0.781 0.261 -1.890 0.61 -0.16 -1.26 -0.42
F 1.142 1.596 0.591 -0.64 -0.69 -1.01 -0.18
F 0.518 -0.115 1.621 -0.39 -0.62 1.87 -0.16
S -1.114 0.402 -0.509 -0.32 1.13 1.48 0.45
Br -1.603 -1.542 0.328 -0.41 -0.77 0.09 -0.07
H 1.316 -1.009 -0.598 -1.22 2.90 1.64 0.18

No. 5
5
Properties=species:S:1:pos:R:3:forces:R:3:mulliken_charge:R:1 method="wB97M-V/def2-TZVPD" de_lowest_kcal_mol=21.0 orbital_gap_ev=9.41 e_tot_ha=-3010.2135
C -0.092 0.077 -0.024 -3.98 -0.24 1.99 -0.16
F -0.221 0.115 -1.328 0.20 0.17 -1.51 -0.14
Br 0.074 -1.850 0.468 0.32 0.83 0.06 -0.10
I 1.627 1.338 0.484 -1.07 -0.65 0.12 0.12
H -1.389 0.320 0.399 4.53 -0.11 -0.66 0.29

No. 6
7
Properties=species:S:1:pos:R:3:forces:R:3:mulliken_charge:R:1 method="wB97M-V/def2-TZVPD" de_lowest_kcal_mol=49.7 orbital_gap_ev="6.99 / 8.99" e_tot_ha=-3115.4443
C 0.619 0.513 0.326 -0.12 1.67 0.68 -0.60
N -1.816 1.307 1.518 1.00 -0.23 -0.51 0.80
O -2.573 0.659 2.163 -0.22 0.68 -0.27 -0.44
O -1.808 2.323 0.896 -1.49 -0.42 1.05 -0.38
Br 1.300 0.050 1.975 0.24 0.23 0.19 -0.03
I 0.676 2.380 -0.565 0.81 -0.57 0.09 0.19
H 0.550 -0.286 -0.325 -0.23 -1.36 -1.23 0.47

No. 7
8
Properties=species:S:1:pos:R:3:forces:R:3:mulliken_charge:R:1 method="wB97M-V/def2-TZVPD" total_charge=-1 de_lowest_kcal_mol=86.8 orbital_gap_ev="7.31 / 7.31" e_tot_ha=-3534.2594
C -3.428 0.681 -0.364 -0.85 -0.56 0.46 -0.47
O 1.067 -0.216 -1.310 -0.13 -0.36 -0.35 -0.57
O 1.574 1.160 0.649 -0.26 0.41 -0.59 -0.56
O 1.150 -1.153 1.004 -0.60 -0.51 -0.74 -0.52
S 1.557 -0.154 0.040 -0.07 0.58 2.21 0.99
Br 3.634 -0.617 -0.103 2.49 -0.49 -0.52 -0.37
I -1.412 0.405 -0.074 -2.39 0.10 0.07 0.37
H -4.141 -0.107 0.159 1.81 0.83 -0.53 0.12

No. 8
6
Properties=species:S:1:pos:R:3:forces:R:3:mulliken_spin:R:1 method="wB97M-V/def2-TZVPD" spin_multiplicity=3 total_charge=-1 de_lowest_kcal_mol=49.3 orbital_gap_ev="3.74 / 7.43" s_squared=2.008 e_tot_ha=-2817.7711
C 0.200 -0.370 0.495 -0.84 -3.36 4.84 0.93
N 0.113 0.273 -0.659 0.38 1.95 -3.82 0.38
O 1.197 0.531 -1.268 2.46 -0.06 -0.06 0.32
O -0.975 0.680 -1.131 -2.45 0.75 -0.30 0.30
Br -1.530 -0.673 1.303 0.59 -0.10 0.21 0.10
H 0.996 -0.442 1.261 -0.13 0.82 -0.86 -0.03

No. 9
5
Properties=species:S:1:pos:R:3:forces:R:3:mulliken_charge:R:1 method="wB97M-V/def2-TZVPD" de_lowest_kcal_mol=42.7 orbital_gap_ev="8.11 / 8.11" e_tot_ha=-1013.7545
C 0.079 -0.423 0.093 1.32 1.45 -0.30 0.40
N -1.115 -0.529 0.084 1.30 -0.18 -0.31 -0.32
Cl 1.540 -1.216 0.038 -1.00 0.04 0.32 0.06
Cl 1.180 1.941 0.046 -1.14 -1.72 -0.02 -0.49
H -1.684 0.226 -0.261 -0.47 0.41 0.32 0.35

No. 10
6
Properties=species:S:1:pos:R:3:forces:R:3:mulliken_charge:R:1 method="wB97M-V/def2-TZVPD" de_lowest_kcal_mol=31.7 smiles=[O-][N+]#CCl.Cl orbital_gap_ev=9.87 e_tot_ha=-1088.9538
C 2.510 -0.126 0.174 -0.39 2.24 -0.49 0.26
N 2.285 0.906 -0.362 0.55 -2.28 -0.80 0.39
O 2.019 1.632 -1.302 -0.21 0.51 0.65 -0.58
Cl 3.102 -0.987 1.400 0.26 -0.60 0.77 -0.06
Cl -1.134 1.098 -0.555 1.81 -0.37 -0.55 -0.28
H 0.156 0.934 -0.974 -2.03 0.51 0.42 0.27

No. 11
6
Properties=species:S:1:pos:R:3:forces:R:3:mulliken_charge:R:1 method="wB97M-V/def2-TZVPD" de_lowest_kcal_mol=54.2 orbital_gap_ev="7.35 / 7.35" e_tot_ha=-1375.5747
C 1.157 0.478 -0.335 0.97 -2.10 1.56 -0.16
O -0.756 -1.690 -0.491 0.52 -0.29 -0.04 -0.37
P -0.848 -0.416 0.208 -0.68 -0.37 -0.17 0.60
Cl -2.999 -0.214 0.301 0.87 0.56 0.12 -0.28
Cl 1.552 2.075 -0.076 0.18 0.39 0.19 -0.01
H 1.895 -0.234 0.394 -1.86 1.82 -1.65 0.22

No. 12
8
Properties=species:S:1:pos:R:3:forces:R:3:mulliken_charge:R:1 method="wB97M-V/def2-TZVPD" de_lowest_kcal_mol=44.4 orbital_gap_ev=9.47 e_tot_ha=-1935.7587
C 0.945 0.160 0.153 1.89 -1.99 -1.93 -0.05
O -1.445 -0.497 1.195 -0.46 -0.27 1.29 -0.49
F 1.300 0.518 1.356 0.39 0.44 -0.05 -0.12
P -0.856 0.114 0.039 -1.80 -0.38 -1.93 0.86
Cl 1.506 -2.043 0.121 -0.91 3.24 -0.21 -0.20
Cl -1.363 -0.841 -1.702 0.68 0.41 0.60 -0.17
Cl -1.606 1.973 -0.410 0.86 -0.51 0.34 -0.19
H 1.519 0.617 -0.752 -0.67 -0.95 1.89 0.36

No. 13
8
Properties=species:S:1:pos:R:3:forces:R:3:mulliken_charge:R:1 method="wB97M-V/def2-TZVPD" de_lowest_kcal_mol=14.4 smiles=ClP1SC1(Cl)Cl.Cl orbital_gap_ev=9.61 e_tot_ha=-2619.0203
C -3.225 -0.309 -3.435 1.32 -0.42 -0.47 0.28
P -1.507 0.415 -3.395 -0.55 -0.83 0.19 0.29
S -2.216 -0.938 -4.862 -0.45 0.51 0.89 -0.12
Cl -4.628 0.594 -3.853 -0.28 0.32 -0.05 -0.11
Cl -3.519 -1.389 -2.081 -0.05 -0.27 -0.09 -0.15
Cl -1.846 2.319 -3.915 0.00 0.72 -0.48 -0.18
Cl 0.201 1.036 0.130 1.03 2.41 3.71 -0.18
H -0.066 0.415 -0.830 -1.02 -2.42 -3.70 0.17

No. 14
8
Properties=species:S:1:pos:R:3:forces:R:3:mulliken_charge:R:1 method="wB97M-V/def2-TZVPD" de_lowest_kcal_mol=29.1 smiles="SP(Cl)(Cl)=C(Cl)Cl" orbital_gap_ev=7.99 e_tot_ha=-2618.9970
C 1.784 1.432 -1.088 -0.75 -1.19 -0.29 0.04
P 2.140 -0.078 -0.245 -0.79 1.10 -0.27 0.69
S 0.523 -0.572 0.995 0.00 -0.07 -0.09 -0.23
Cl 2.825 1.707 -2.465 0.37 0.14 0.05 -0.14
Cl 0.076 1.438 -1.619 -0.04 0.27 -0.19 -0.23
Cl 2.980 -1.807 -0.972 -0.29 0.08 -0.06 -0.19
Cl 3.614 0.523 0.915 0.60 -0.18 0.67 -0.14
H -0.504 -0.149 0.185 0.91 -0.14 0.17 0.19

No. 15
7
Properties=species:S:1:pos:R:3:forces:R:3:mulliken_charge:R:1 method="wB97M-V/def2-TZVPD" de_lowest_kcal_mol=4.7 orbital_gap_ev=10.26 e_tot_ha=-1172.0026
C 0.634 -0.468 0.155 1.00 2.80 2.04 0.28
O -1.515 -0.057 -1.569 -0.08 -0.24 0.60 -0.47
F 1.001 0.307 1.309 -0.61 -1.09 -1.13 -0.27
F 0.668 -1.726 0.543 -0.31 -0.57 -0.34 -0.17
S -1.279 0.069 -0.132 1.50 -0.45 -1.05 0.51
Cl -1.001 2.071 0.222 0.07 0.06 0.10 -0.13
H 1.492 -0.196 -0.528 -1.57 -0.51 -0.21 0.25

No. 16
8
Properties=species:S:1:pos:R:3:forces:R:3:mulliken_charge:R:1 method="wB97M-V/def2-TZVPD" de_lowest_kcal_mol=5.8 orbital_gap_ev=8.17 e_tot_ha=-1570.2074
C -1.573 0.035 0.293 -0.77 0.17 0.73 0.30
O 2.174 0.766 -1.713 -0.43 -0.11 1.32 -0.39
F -2.778 0.100 0.899 -0.03 -0.68 0.48 -0.21
F -0.762 0.823 1.054 -0.26 -0.39 -1.21 -0.17
S 3.557 -0.841 0.194 -1.45 1.13 -0.15 -0.13
S 2.134 0.378 -0.290 1.94 -1.04 -1.17 0.51
Cl -0.899 -1.622 0.278 -0.36 0.69 0.00 -0.12
H -1.853 0.362 -0.715 1.37 0.22 0.00 0.22

No. 17
7
Properties=species:S:1:pos:R:3:forces:R:3:mulliken_charge:R:1 method="wB97M-V/def2-TZVPD" total_charge=+1 de_lowest_kcal_mol=74.4 orbital_gap_ev="8.64 / 8.64" e_tot_ha=-823.8367
C 0.520 0.880 0.861 1.33 -2.46 1.14 0.45
O -3.656 1.011 0.273 -0.80 0.79 2.19 -0.12
O -1.739 0.164 -0.154 0.79 -0.04 1.09 -0.29
O -2.872 0.557 -0.493 -0.03 -0.80 -3.21 0.43
F 0.397 1.557 1.895 -0.63 1.25 0.52 0.00
Cl 0.755 1.568 -0.565 -0.03 -0.01 -0.22 0.19
H 0.711 -0.211 1.192 -0.63 1.27 -1.51 0.33

No. 18
7
Properties=species:S:1:pos:R:3:forces:R:3:mulliken_charge:R:1 method="wB97M-V/def2-TZVPD" total_charge=+1 de_lowest_kcal_mol=72.7 orbital_gap_ev="8.02 / 7.34" e_tot_ha=-823.8393
C -0.096 0.039 0.981 -1.62 -2.14 1.19 0.30
O 0.648 0.114 -2.655 -0.32 -0.13 0.96 -0.02
O 0.234 -0.464 -0.613 0.47 0.49 0.02 -0.05
O 0.384 0.502 -1.542 0.19 0.26 -0.01 0.49
F -0.555 1.261 1.032 1.35 -0.96 -0.47 -0.09
Cl -1.452 -1.140 1.177 1.51 1.18 0.03 0.02
H 0.838 -0.311 1.620 -1.59 1.30 -1.72 0.35

No. 19
8
Properties=species:S:1:pos:R:3:forces:R:3:mulliken_charge:R:1 method="wB97M-V/def2-TZVPD" de_lowest_kcal_mol=29.1 orbital_gap_ev=9.75 e_tot_ha=-793.0189
C -1.116 1.834 -0.370 -0.88 0.16 1.01 0.50
N 1.214 -1.479 -0.120 0.42 -0.25 -1.92 -0.44
N -1.692 2.444 0.403 -0.56 0.95 0.96 -0.38
N 1.294 -1.155 1.061 -0.76 -0.78 -1.27 0.80
N 1.656 -0.820 2.044 0.51 0.88 2.67 -0.30
O -0.533 1.142 -1.231 1.55 -1.79 -2.07 -0.39
Cl -0.266 -2.134 -0.707 -0.14 0.19 0.59 -0.06
H -0.557 0.169 -1.080 -0.14 0.63 0.03 0.27

No. 20
8
Properties=species:S:1:pos:R:3:forces:R:3:mulliken_charge:R:1 method="wB97M-V/def2-TZVPD" de_lowest_kcal_mol=29.9 orbital_gap_ev=8.68 e_tot_ha=-1443.6773
C -0.271 0.750 -0.510 -1.11 -0.63 -1.80 0.76
N 0.538 1.003 0.444 2.64 -0.87 3.89 -0.31
O -0.722 -0.385 -0.870 1.04 1.13 0.72 -0.44
O -0.939 -2.756 0.329 -1.10 -1.04 0.71 -0.39
P 0.190 -2.060 -0.225 0.82 1.25 -0.46 0.41
S 0.972 -0.574 1.507 -0.48 2.04 -1.44 -0.18
Cl -0.750 2.090 -1.474 -0.23 0.42 -0.18 -0.14
H 0.982 1.932 0.800 -1.58 -2.30 -1.43 0.30